{"formula": "C43H48BrN5O3STa", "method": "ωB97M-V/def2-TZVPD", "charge": 1, "e_above_lowest_kj_mol": 129.8, "orbital_gap_ha": 0.1990, "e_homo_ev": -9.27, "energy_ha": -5196.07507, "species": ["Ta", "Br", "S", "O", "O", "O", "N", "N", "N", "N", "N", "C", "C", "C", "C", "C", "C", "C", "C", "C", "C", "C", "C", "C", "C", "C", "C", "C", "C", "C", "C", "C", "C", "C", "C", "C", "C", "C", "C", "C", "C", "C", "C", "C", "C", "C", "C", "C", "C", "C", "C", "C", "C", "C", "H", "H", "H", "H", "H", "H", "H", "H", "H", "H", "H", "H", "H", "H", "H", "H", "H", "H", "H", "H", "H", "H", "H", "H", "H", "H", "H", "H", "H", "H", "H", "H", "H", "H", "H", "H", "H", "H", "H", "H", "H", "H", "H", "H", "H", "H", "H", "H"], "positions_angstrom": [[0.1552, -0.1796, -0.1126], [8.3397, 0.3020, 2.4857], [-2.9515, 1.5069, -0.4250], [-2.1831, 0.2407, -0.3563], [2.1314, 0.5768, -0.4330], [1.7843, -1.0199, 0.9504], [-0.0599, 1.2117, -1.6475], [-0.2534, -1.5874, -1.5356], [-2.2457, 2.8160, -0.3540], [-0.2561, 1.2355, 1.3150], [-0.7685, -1.5138, 1.2254], [-3.6682, -4.7555, 2.0356], [-0.3252, 2.5955, 1.0930], [-0.2120, 4.7644, 2.4595], [6.5724, 0.1517, 1.8594], [-1.2563, -2.7896, 4.7210], [-0.3044, -0.2289, 3.2718], [-0.9499, 5.3026, -3.0571], [-0.6769, -1.3596, 2.6246], [0.5055, 1.0130, -2.8965], [-0.0652, -2.7062, -3.5561], [0.2538, -2.9699, -4.9918], [-0.7856, 3.1127, -0.2332], [0.1910, 2.5367, 4.7590], [-1.1698, -4.9340, -2.9268], [1.3770, 2.4682, -4.8331], [-0.0997, 2.5644, -1.4415], [0.5703, -0.2891, -3.4684], [2.6219, -0.1748, 0.4752], [-1.5451, -3.4193, 2.2529], [-0.8762, -2.5151, -5.9228], [0.0151, 2.2933, 3.2929], [-1.1506, -2.5821, 3.2457], [-0.7039, -3.5325, -2.6881], [0.3045, 2.7546, -5.8878], [-0.8158, -2.8438, -1.4238], [-2.1726, -4.7720, 2.3660], [-1.2552, -2.7602, 0.9951], [-0.0953, 1.0523, 2.6816], [-1.3312, -3.3675, -0.2579], [0.1719, -1.4462, -2.8870], [0.4063, 3.2367, -2.5390], [0.4305, 4.7246, -2.7287], [-1.6431, 5.3104, 2.4173], [-0.1498, 3.2761, 2.2774], [3.9902, -0.0681, 0.9479], [-1.1338, 2.8317, 5.4696], [5.7388, -0.8130, 2.4130], [0.8060, 2.2466, -3.4669], [-0.1641, -5.9725, -2.4177], [6.1339, 1.0077, 0.8559], [4.8354, 0.8959, 0.3993], [4.4410, -0.9218, 1.9539], [-2.5704, -2.2379, 5.2854], [-3.8454, -4.3873, 1.0241], [0.3865, 5.2566, 1.6888], [-2.1147, 5.1072, 1.4543], [-1.1860, -3.8555, 4.9411], [-0.6959, 4.1965, -0.2370], [3.7699, -1.6623, 2.3679], [-2.2621, 4.8466, 3.1858], [-0.8936, 6.3800, -3.2127], [-1.6017, 3.7304, 5.0675], [-4.0921, -5.7564, 2.1122], [-2.0272, -5.1500, 3.3786], [-0.5323, -6.9844, -2.5844], [0.0246, -5.8491, -1.3503], [-1.6604, 5.1132, -2.2501], [-0.2537, 3.6582, -5.6419], [-0.6181, -2.7130, -6.9626], [0.7543, 2.8932, -6.8710], [-3.4241, -2.7424, 4.8320], [-2.1384, -5.0852, -2.4444], [-0.4083, 1.9305, -5.9494], [0.2511, 5.0257, 3.4127], [1.9588, 1.5938, -5.1317], [0.7894, -5.8668, -2.9365], [0.8793, -0.3490, -4.5044], [2.0832, 3.3009, -4.7984], [-2.6670, -1.1705, 5.0818], [-1.3558, 4.8479, -3.9612], [-0.9768, 2.9828, 6.5374], [1.1839, -2.4650, -5.2602], [-1.6526, 6.3883, 2.5776], [-2.6204, -2.3868, 6.3636], [-0.4091, -2.3156, 5.2211], [0.8787, 3.3723, 4.9068], [1.1274, 4.9702, -3.5320], [-1.8333, 2.0043, 5.3387], [-1.6569, -5.4711, 1.7017], [6.1088, -1.4650, 3.1910], [-1.8010, -3.0454, -5.6936], [6.8035, 1.7484, 0.4434], [-1.0698, -1.4473, -5.8141], [-1.3354, -5.0809, -3.9950], [0.8233, 5.2085, -1.8305], [-0.2696, -0.2743, 4.3530], [4.4655, 1.5492, -0.3796], [0.4310, -4.0376, -5.1287], [0.6664, 1.6682, 5.2185], [-1.7146, -4.3766, -0.2957], [-4.2071, -4.1038, 2.7242]], "lowdin_charge": [2.04, 0.80, 1.03, -0.59, -0.05, -0.07, -0.09, -0.06, -0.22, -0.08, -0.05, -0.08, -0.19, -0.18, -0.67, -0.18, 0.07, -0.08, -0.21, -0.23, -0.12, -0.18, -0.24, -0.18, -0.18, -0.19, -0.21, 0.07, -0.50, -0.12, -0.07, -0.12, -0.11, -0.12, -0.07, -0.19, -0.18, -0.19, -0.22, 0.04, -0.20, -0.12, -0.18, -0.08, -0.12, -0.14, -0.07, -0.10, -0.12, -0.08, -0.10, 0.01, 0.01, -0.07, 0.07, 0.11, 0.06, 0.11, 0.13, 0.13, 0.07, 0.08, 0.06, 0.08, 0.11, 0.08, 0.07, 0.06, 0.06, 0.08, 0.08, 0.07, 0.12, 0.07, 0.11, 0.11, 0.08, 0.12, 0.11, 0.07, 0.07, 0.08, 0.11, 0.08, 0.08, 0.11, 0.11, 0.11, 0.07, 0.11, 0.11, 0.08, 0.11, 0.07, 0.11, 0.11, 0.12, 0.13, 0.11, 0.11, 0.11, 0.07]}

{"formula": "C43H48CoF2N4O12", "method": "ωB97M-V/def2-TZVPD", "charge": -2, "spin_multiplicity": 2, "e_above_lowest_kj_mol": 235.9, "orbital_gap_ha": [0.1876, 0.2061], "e_homo_ev": [-1.93, -2.43], "energy_ha": -4371.65173, "species": ["Co", "F", "F", "O", "O", "O", "O", "O", "O", "O", "O", "O", "O", "O", "O", "N", "N", "N", "N", "C", "C", "C", "C", "C", "C", "C", "C", "C", "C", "C", "C", "C", "C", "C", "C", "C", "C", "C", "C", "C", "C", "C", "C", "C", "C", "C", "C", "C", "C", "C", "C", "C", "C", "C", "C", "C", "C", "C", "C", "C", "C", "C", "H", "H", "H", "H", "H", "H", "H", "H", "H", "H", "H", "H", "H", "H", "H", "H", "H", "H", "H", "H", "H", "H", "H", "H", "H", "H", "H", "H", "H", "H", "H", "H", "H", "H", "H", "H", "H", "H", "H", "H", "H", "H", "H", "H", "H", "H", "H", "H"], "positions_angstrom": [[0.1266, -1.8826, 0.2139], [-0.3983, -4.3603, 1.3950], [0.4455, -4.5034, -0.6180], [-3.5707, -2.3435, -6.8548], [2.1583, -0.1434, -7.2915], [-2.2425, -1.6278, -8.3901], [-1.7592, -2.1380, 0.4325], [2.7940, -0.0556, -5.2361], [-7.8378, -3.2056, 0.5131], [-0.0222, -1.9363, -1.7367], [-7.8515, -1.1014, 0.0554], [1.9975, -1.7764, -0.2290], [-1.9455, -2.9926, -2.3351], [-0.0361, -1.5588, 2.2225], [-2.0159, 0.4387, -1.0329], [-7.2511, -2.1548, 0.2608], [-2.5044, -1.9060, -7.2318], [1.9956, -0.3511, -6.1005], [0.5282, 0.1219, 0.4807], [1.7025, 0.5295, 0.0272], [-0.4736, -1.6616, 5.1627], [2.2816, 1.8184, 0.1043], [-1.9655, 4.5483, 1.6091], [4.5616, -1.5205, -1.5901], [-0.9392, -2.3201, -2.5188], [-1.4131, -0.0504, 3.4930], [2.4805, -0.5964, -0.4316], [-2.9901, -2.1302, 0.2460], [4.2422, 0.9347, -0.9570], [-3.8393, 3.4619, 2.8093], [-0.6770, -1.8666, -3.9630], [0.7119, -0.9483, -5.6752], [3.5468, 2.0291, -0.3859], [-3.7560, -0.9732, -0.1625], [4.9294, -2.5017, -0.4653], [-2.5106, -2.2702, 3.8376], [-0.5684, -0.3780, 2.4029], [3.3697, 4.4471, 0.3518], [3.7599, -0.3602, -1.0014], [5.5699, 3.3069, 0.3681], [0.4651, -3.7455, 0.5287], [-5.1389, -1.0094, -0.1263], [-1.9253, 1.2399, 3.5518], [4.4641, 3.8759, -1.8036], [-1.6507, 2.2481, 2.6187], [-5.1076, -3.3397, 0.5255], [3.7248, -2.2479, -2.6546], [-0.2743, 0.6570, 1.4687], [-0.2546, -1.1394, -6.6402], [-3.7508, -3.3282, 0.5229], [-0.7879, 1.9405, 1.5764], [-1.6745, -2.0665, -4.9091], [-1.8406, 4.2787, 4.0751], [0.5240, -1.2887, -4.3450], [-1.4472, -1.6955, -6.2210], [5.8544, -1.0466, -2.2553], [-2.6476, -0.5780, 5.6535], [-1.7643, -1.1201, 4.5280], [-5.8245, -2.1588, 0.2266], [-3.1627, 0.2526, -0.6964], [4.2233, 3.3997, -0.3641], [-2.3125, 3.6180, 2.7721], [4.2673, -3.1267, -3.0172], [3.5426, -1.5874, -3.5070], [0.1753, -2.0842, 4.3980], [4.0309, -2.8715, 0.0251], [-4.1592, 2.8299, 3.6381], [-2.6055, -2.5183, -4.5981], [-3.4459, -1.9132, 3.3988], [-0.7555, 4.4012, 4.0648], [6.0497, 4.2898, 0.4065], [6.5512, -0.6141, -1.5328], [-2.3012, 5.2642, 4.2015], [3.9098, 5.3967, 0.3886], [-2.7495, -3.0550, 4.5637], [6.3480, -1.9017, -2.7240], [-3.1749, -4.2146, 0.7512], [-2.5962, 1.4815, 4.3665], [1.2940, -1.1147, -3.6050], [3.5197, 3.9330, -2.3474], [6.2526, 2.6181, -0.1305], [5.4233, 2.9527, 1.3903], [1.6965, 2.6138, 0.5426], [5.5582, -2.0092, 0.2810], [-2.1769, 0.2644, 6.1673], [-2.0987, 3.6662, 4.9407], [-0.0851, -0.8698, -7.6695], [4.9296, 4.8667, -1.8091], [5.6546, -0.3072, -3.0341], [-2.8142, -1.3703, 6.3880], [-5.6633, -4.2377, 0.7575], [-0.7156, -2.4379, 5.8959], [-0.8955, 4.7657, 1.5766], [0.0646, -0.8588, 5.6755], [5.2178, 1.1293, -1.3829], [3.1437, 4.1435, 1.3755], [2.7695, -2.5739, -2.2473], [-4.1941, 3.0010, 1.8854], [-4.3230, 4.4380, 2.9185], [-5.7031, -0.1236, -0.3922], [-3.9231, 1.0489, -0.8782], [-3.6241, -0.2574, 5.2827], [-1.9007, -2.6982, 3.0434], [5.4810, -3.3535, -0.8755], [1.4675, -3.8338, 0.9593], [2.4258, 4.6173, -0.1692], [-2.2537, 4.1082, 0.6528], [5.1188, 3.1893, -2.3426], [-2.4994, 5.4957, 1.7233], [-0.5587, 2.6501, 0.7929]], "lowdin_charge": [0.64, -0.01, -0.01, 0.08, 0.06, 0.05, -0.04, 0.07, 0.01, -0.04, 0.01, -0.10, 0.07, -0.10, 0.05, -0.38, -0.35, -0.34, 0.11, -0.16, -0.05, 0.05, -0.07, -0.53, -0.56, -0.08, -0.24, -0.32, 0.01, -0.05, -0.05, -0.11, -0.18, -0.10, -0.04, -0.03, -0.27, -0.08, -0.08, -0.06, -0.33, 0.03, 0.00, -0.05, -0.19, -0.01, -0.03, -0.18, 0.06, 0.01, 0.02, 0.08, -0.06, 0.09, -0.12, -0.08, -0.08, -0.53, -0.19, -0.22, -0.56, -0.56, 0.08, 0.06, 0.07, 0.08, 0.07, 0.13, 0.09, 0.08, 0.08, 0.08, 0.07, 0.08, 0.08, 0.08, 0.12, 0.09, 0.12, 0.09, 0.07, 0.09, 0.09, 0.08, 0.08, 0.07, 0.12, 0.08, 0.08, 0.08, 0.11, 0.07, 0.08, 0.08, 0.09, 0.09, 0.08, 0.09, 0.08, 0.11, 0.11, 0.08, 0.07, 0.08, 0.11, 0.08, 0.09, 0.07, 0.08, 0.10]}